Entry A
Computed, not measured: C4H9NO2 in the gas phase, with ωB97M-V/def2-TZVPD.

```
! wB97M-V def2-TZVPD RIJCOSX def2/J DEFGRID3
* xyz 0 1
N 1.165 0.143 1.754
C 1.359 -0.494 0.554
O 2.451 -0.534 0.013
C 0.156 -1.238 -0.014
C -1.154 -0.449 -0.104
C -1.075 0.767 -1.021
O -0.140 1.731 -0.567
H 1.946 0.719 2.038
H 0.259 0.555 1.921
H 0.464 -1.594 -1.003
H 0.000 -2.125 0.614
H -1.942 -1.117 -0.474
H -1.480 -0.121 0.892
H -0.844 0.450 -2.049
H -2.045 1.274 -1.046
H 0.741 1.468 -0.860
*
```

Output
Frontier orbital gap (eV): 10.73
SMILES: NC(=O)CCCO
HOMO energy (eV): -9.850
M (g mol⁻¹): 103.12

Entry B
Computed, not measured: C4H9NO2 as an isolated structure, with ωB97M-V/def2-TZVPD.

```
! wB97M-V def2-TZVPD RIJCOSX def2/J DEFGRID3
* xyz 0 1
C 1.325 -0.809 0.729
C 0.531 0.209 1.226
C 0.083 0.931 2.228
H -0.108 0.697 0.002
H 1.004 -0.789 -0.604
H 1.033 -1.835 0.948
H 2.399 -0.635 0.683
H 0.433 0.749 3.242
H -0.645 1.723 2.098
C -0.384 0.592 -1.234
O -0.645 -1.697 -1.530
O -1.790 0.632 -1.227
N 0.232 -0.582 -1.626
H -1.468 -1.372 -1.125
H -2.099 0.718 -2.138
H 0.098 1.467 -1.672
*
```

Output
Frontier orbital gap (eV): 9.35
HOMO energy (eV): -8.707
M (g mol⁻¹): 103.12

The data favor entry A; the next most stable structure lies 6.365 eV above it.

Entry A
Computed, not measured: C4H9NO2 as an isolated structure, with ωB97M-V/def2-TZVPD.

```
! wB97M-V def2-TZVPD RIJCOSX def2/J DEFGRID3
* xyz 0 1
C -1.799 0.761 0.581
C -1.525 -0.704 0.232
N -0.244 -0.900 -0.467
C 0.746 -0.372 0.354
O 1.130 -0.811 1.399
O 1.183 0.923 -0.203
C 2.335 0.309 -0.742
H -1.808 1.391 -0.316
H -2.769 0.853 1.078
H -1.030 1.159 1.253
H -1.481 -1.313 1.137
H -2.302 -1.111 -0.417
H -0.231 -0.370 -1.334
H 2.574 0.587 -1.767
H 3.162 0.373 -0.038
H 2.059 -0.775 -0.750
*
```

Output
Frontier orbital gap (eV): 10.83
HOMO energy (eV): -9.900
M (g mol⁻¹): 103.12

Entry B
Computed, not measured: C4H9NO2 in the gas phase, with ωB97M-V/def2-TZVPD.

```
! wB97M-V def2-TZVPD RIJCOSX def2/J DEFGRID3
* xyz 0 1
C 1.994 -0.674 0.237
C 0.508 -0.498 0.026
O -0.270 -1.398 0.791
C 0.052 0.856 0.425
C -1.399 1.119 -0.064
N -2.294 0.334 -0.806
O -1.450 2.321 -0.209
H 2.234 -0.528 1.295
H 2.563 0.051 -0.358
H 2.294 -1.680 -0.069
H 0.261 -0.601 -1.046
H 0.049 -2.281 0.584
H 0.137 1.081 1.495
H 0.709 1.593 -0.085
H -2.615 0.831 -1.628
H -2.771 -0.528 -0.588
*
```

Output
Frontier orbital gap (eV): 9.99
SMILES: C[C@@H](O)CC(N)=O
HOMO energy (eV): -9.291
M (g mol⁻¹): 103.12

The data favor entry B; the next most stable structure lies 0.721 eV above it.

Entry A
Computed, not measured: a 2-piece molecular cluster, C4H9NO2 overall, with ωB97M-V/def2-TZVPD.

```
! wB97M-V def2-TZVPD RIJCOSX def2/J DEFGRID3
* xyz 0 1
C -2.853 0.444 -0.199
N -1.710 -0.198 0.419
C -1.679 -0.314 1.680
C 1.442 -0.227 0.733
O 0.881 -0.326 -0.460
O 2.742 -0.033 0.593
C 3.334 0.051 -0.715
H -3.559 0.858 0.535
H -3.376 -0.278 -0.834
H -2.492 1.250 -0.845
H -0.095 -0.408 -0.291
H -0.794 -0.750 2.142
H -2.496 0.035 2.324
H 4.380 0.308 -0.546
H 2.842 0.819 -1.316
H 3.256 -0.909 -1.231
*
```

Output
Frontier orbital gap (eV): 9.66
HOMO energy (eV): -8.622
M (g mol⁻¹): 103.12

Entry B
Computed, not measured: C4H9NO2 in the gas phase, with ωB97M-V/def2-TZVPD.

```
! wB97M-V def2-TZVPD RIJCOSX def2/J DEFGRID3
* xyz 0 1
C 0.899 2.004 -0.214
C 0.679 0.518 0.099
C -0.359 0.232 1.155
O -0.853 -1.111 0.823
C -0.637 -1.273 -0.492
O -1.221 -0.533 -1.459
N -0.424 -2.545 -0.838
H 1.363 2.592 0.605
H 1.559 2.135 -1.081
H -0.042 2.527 -0.455
H -0.634 0.249 -1.280
H 1.633 0.040 0.339
H -0.034 0.127 2.195
H -1.198 0.948 1.117
H -0.428 -2.810 -1.810
H -0.147 -3.223 -0.150
*
```

Output
Frontier orbital gap (eV): 7.89
HOMO energy (eV): -7.045
M (g mol⁻¹): 103.12

Entry C
Computed, not measured: C4H9NO2 in the gas phase, with ωB97M-V/def2-TZVPD.

```
! wB97M-V def2-TZVPD RIJCOSX def2/J DEFGRID3
* xyz 0 1
C -1.979 -0.160 -0.760
C -0.586 0.226 -0.312
O -0.558 1.457 0.379
C -0.006 -0.765 0.622
C 1.538 -0.364 0.876
N 2.476 0.542 0.330
O 1.918 -1.518 0.987
H -2.642 -0.232 0.108
H -1.981 -1.120 -1.288
H -2.373 0.597 -1.443
H 0.092 0.261 -1.186
H -1.008 2.100 -0.177
H -0.505 -0.871 1.588
H -0.101 -1.771 0.126
H 3.170 0.074 -0.253
H 2.546 1.546 0.403
*
```

Output
Frontier orbital gap (eV): 9.53
SMILES: C[C@@H](O)CC(N)=O
HOMO energy (eV): -8.892
M (g mol⁻¹): 103.12

Entry D
Computed, not measured: a 2-piece molecular cluster, C4H9NO2 overall, with ωB97M-V/def2-TZVPD.

```
! wB97M-V def2-TZVPD RIJCOSX def2/J DEFGRID3
* xyz 0 1
N 0.170 0.358 1.801
C 1.052 1.169 0.963
C 0.288 1.709 -0.227
O 0.587 2.740 -0.767
H 0.656 -0.116 2.549
H -0.551 0.935 2.214
H 1.852 0.509 0.610
H 1.549 2.018 1.438
H -0.561 1.112 -0.603
C -0.041 -1.734 -1.710
C -1.020 -2.115 -0.893
O -1.149 -1.905 0.434
H -0.132 -1.992 -2.752
H 0.790 -1.130 -1.370
H -1.828 -2.731 -1.273
H -0.600 -1.131 0.734
*
```

Output
Frontier orbital gap (eV): 9.44
SMILES: NCC=O.C=CO
HOMO energy (eV): -8.884
M (g mol⁻¹): 103.12

The data favor entry D; the next most stable structure lies 0.411 eV above it.

Entry A
Computed, not measured: C4H9NO2 in the gas phase, with ωB97M-V/def2-TZVPD.

```
! wB97M-V def2-TZVPD RIJCOSX def2/J DEFGRID3
* xyz 0 1
C -0.945 -0.375 -0.652
C -1.219 0.923 0.098
C -0.290 0.942 1.309
O 0.986 0.499 0.830
C 0.893 -0.766 0.330
O 0.843 -1.800 0.948
N 1.635 -0.740 -1.019
H -1.469 -1.233 -0.217
H -1.293 -0.282 -1.693
H 0.516 -0.546 -1.321
H -0.978 1.784 -0.538
H -2.261 1.044 0.424
H -0.128 1.934 1.737
H -0.632 0.253 2.090
H 2.027 -1.655 -1.228
H 2.315 0.015 -1.099
*
```

Output
Frontier orbital gap (eV): 8.90
HOMO energy (eV): -8.131
M (g mol⁻¹): 103.12

Entry B
Computed, not measured: C4H9NO2 in the gas phase, with ωB97M-V/def2-TZVPD.

```
! wB97M-V def2-TZVPD RIJCOSX def2/J DEFGRID3
* xyz 0 1
C -0.105 0.531 0.558
C 0.809 -0.532 0.240
C 2.179 -0.124 -0.351
O 0.208 -1.477 -0.557
C -1.295 0.710 -0.270
N -2.451 0.056 0.404
O -1.039 0.224 -1.469
H -1.503 1.805 -0.302
H 0.042 1.214 1.405
H 0.990 -1.005 1.229
H 2.602 -1.063 -0.668
H 2.781 0.474 0.320
H 1.952 0.457 -1.230
H -0.355 -0.870 -1.222
H -2.160 -0.897 0.602
H -2.656 0.497 1.311
*
```

Output
Frontier orbital gap (eV): 7.06
HOMO energy (eV): -8.893
M (g mol⁻¹): 103.12

The data favor entry A; the next most stable structure lies 1.013 eV above it.

Entry A
Computed, not measured: an isolated ion of composition C2H5N2S2 and charge +1, with ωB97M-V/def2-TZVPD.

```
! wB97M-V def2-TZVPD RIJCOSX def2/J DEFGRID3
* xyz 1 1
S 2.757 0.257 0.666
N 0.931 -0.191 -0.412
C 0.250 0.911 -0.252
N -1.038 0.759 -0.090
C -1.417 -0.657 0.075
S 0.095 -1.587 -0.368
H 3.431 -0.940 0.542
H 0.622 1.957 -0.254
H -1.569 1.509 -0.500
H -1.795 -0.934 1.036
H -2.266 -1.084 -0.443
*
```

Output
Frontier orbital gap (alpha / beta) (eV): 7.02 / 7.02
SMILES: SN1C=[NH+]CS1
HOMO energy (alpha / beta) (eV): -13.301 / -13.302
M (g mol⁻¹): 121.21

Entry B
Computed, not measured: a 2-piece molecular cluster, C2H5N2S2 overall, with ωB97M-V/def2-TZVPD.

```
! wB97M-V def2-TZVPD RIJCOSX def2/J DEFGRID3
* xyz 1 1
C 0.190 0.346 0.997
C 1.419 -0.677 -0.704
N 1.063 1.316 0.767
N 0.404 -0.780 0.301
S 2.161 1.014 -0.348
S -1.566 1.790 -0.406
H -0.698 0.355 1.787
H 2.372 -1.362 -0.486
H 0.994 -0.676 -1.709
H -0.309 -1.492 0.435
H -1.481 2.820 0.562
*
```

Output
Frontier orbital gap (alpha / beta) (eV): 6.89 / 7.21
HOMO energy (alpha / beta) (eV): -14.032 / -13.613
M (g mol⁻¹): 121.21

The data favor entry A; the next most stable structure lies 0.524 eV above it.